--- one ---
DFT (ωB97M-V/def2-TZVPD) results for 2 unconnected molecules or ions with the total composition C2H2ClN.

Last column: Löwdin charge in e.
CARTESIAN COORDINATES (ANGSTROEM)
C -1.60079 -0.46516 0.15059  -0.02
C -0.41879 -0.41955 0.04748  -0.08
N 1.24703 0.67225 0.19249  -0.47
Cl 2.52282 -0.27086 -0.20949  0.55
H -2.60491 -0.64564 0.46033  0.01
H 0.85464 1.12897 -0.64140  0.00

Results
Gap between HOMO and LUMO, eV: 9.323

=====

--- two ---
DFT (ωB97M-V/def2-TZVPD) results for C2H2ClN in the gas phase.

Last column: Löwdin charge in e.
CARTESIAN COORDINATES (ANGSTROEM)
C -0.67670 0.85871 1.07623  -0.50
C 0.60622 -0.28914 -0.27548  -0.04
N 0.46460 0.46611 0.70779  -0.11
Cl -1.94582 0.25442 -0.10099  0.44
H 0.58308 -1.37452 -0.17324  0.10
H 0.96862 0.08442 -1.23431  0.10

Results
Gap between HOMO and LUMO, eV: 7.122

=====

--- three ---
DFT (ωB97M-V/def2-TZVPD) results for 2 unconnected molecules or ions with the total composition C2H2ClN.

Last column: Löwdin charge in e.
CARTESIAN COORDINATES (ANGSTROEM)
C 0.79957 1.29417 -0.10527  0.14
C 0.07992 0.34385 0.17668  -0.41
N -0.86101 -0.42646 0.62006  -0.46
Cl -2.25559 -0.41984 -0.29006  0.61
H 1.60533 1.62284 -0.72211  0.04
H 0.63180 -2.41456 0.32070  0.09

Results
Gap between HOMO and LUMO (spin up / spin down), eV: 7.876 / 9.886

=====

two takes first place; second place is 44.1 kcal/mol up.

=====

--- one ---
DFT (ωB97M-V/def2-TZVPD) results for a gas-phase ion, C6H12N (charge +1).

Last column: Löwdin charge in e.
CARTESIAN COORDINATES (ANGSTROEM)
C -1.61987 1.14051 -0.12001  -0.05
C -0.31294 1.34112 -0.10595  -0.08
C -2.13904 -0.24898 0.02258  -0.19
C 0.79177 0.31528 0.00398  -0.17
C 1.67043 0.16188 1.24414  0.05
C 1.19739 -0.07595 -1.34236  -0.03
N -1.02162 -1.10091 0.28523  0.06
H -2.12291 2.05157 -0.29770  0.11
H 0.21117 2.38004 -0.25364  0.19
H -2.79811 -0.15707 0.90317  0.15
H -2.55770 -0.64685 -0.84137  0.11
H 1.57484 -0.83262 1.39314  0.07
H 1.23518 0.67651 2.02678  0.08
H 2.62140 0.42976 0.82439  0.11
H 0.61117 -0.92306 -1.72133  0.11
H 2.26631 -0.39509 -1.34876  0.12
H 0.97909 0.70348 -2.06827  0.11
H -0.78466 -1.36319 1.21757  0.11
H -1.08994 -1.99874 -0.20005  0.13

Results
Gap between HOMO and LUMO, eV: 9.355
Charge: +1

=====

--- two ---
DFT (ωB97M-V/def2-TZVPD) results for a molecular structure, C6H12N.

Last column: Löwdin charge in e.
CARTESIAN COORDINATES (ANGSTROEM)
C -0.24863 1.41127 0.54986  0.23
C 1.26585 0.08967 0.50878  -0.09
C 0.01865 -0.54577 -0.10869  -0.33
C 2.35277 0.65070 -0.26464  -0.09
C -0.23273 -1.90398 0.49997  0.01
C -2.25798 0.67499 -0.57950  0.00
N -0.94183 0.53323 -0.08864  -0.11
H -0.63544 2.21032 1.09572  0.11
H 1.34985 -0.02304 1.57192  0.13
H 0.14170 -0.66999 -1.17481  0.16
H 1.97653 1.28617 -1.09839  0.10
H 2.89375 -0.27822 -0.67572  0.13
H 3.12255 1.24984 0.39539  0.14
H -1.26361 -2.18363 0.44784  0.09
H 0.12040 -2.07051 1.44675  0.06
H 0.33131 -2.60001 -0.10762  0.11
H -2.21302 0.98946 -1.64519  0.12
H -2.99392 1.44426 -0.19386  0.14
H -2.78619 -0.26475 -0.57917  0.10

Results
Gap between HOMO and LUMO, eV: 10.082
Charge: +1

=====

--- three ---
DFT (ωB97M-V/def2-TZVPD) results for a molecular structure, C6H12N.

Last column: Löwdin charge in e.
CARTESIAN COORDINATES (ANGSTROEM)
C 0.28529 -0.43281 -0.12634  0.11
C 3.02529 -1.23669 0.12973  0.01
C 2.27114 -0.18303 0.08624  -0.25
C -0.96665 -1.01193 0.05582  -0.16
C 2.64673 1.20452 -0.04809  -0.10
C -2.85137 0.28724 0.51648  0.02
N -2.12669 -0.43606 -0.62270  0.06
H 0.13840 0.19544 -1.02322  0.06
H -1.01959 -1.77682 0.79736  0.11
H 4.17241 -1.18608 0.13691  0.11
H 2.65948 -2.31013 0.28292  0.10
H 2.28821 1.77020 0.75178  0.07
H 2.23522 1.53364 -1.04865  0.10
H 3.71764 1.33398 -0.40078  0.13
H -3.84016 0.62087 0.11983  0.12
H -3.15692 -0.32067 1.39805  0.12
H -2.27927 0.97499 1.01809  0.07
H -1.88846 0.24339 -1.24737  0.12
H -2.63316 -1.20596 -1.03188  0.18

Results
Gap between HOMO and LUMO, eV: 10.326
Charge: +1

=====

one takes first place; second place is 24.9 kcal/mol up.